Formula: C30H23BrCl3NO6PPd
Source: the Open Molecules 2025 dataset
Level of theory: the ωB97M-V functional and the def2-TZVPD basis

Geometry as XYZ:
```
66
Properties=species:S:1:pos:R:3:forces:R:3:nbo_charge:R:1
Pd -0.1934 0.5834 -1.1733 -0.8 -1.0 0.9 1.04
C -4.2459 1.9785 3.1235 -0.1 0.0 0.1 -0.14
C -4.2350 0.6355 2.7621 0.0 0.1 0.0 -0.20
C -3.1315 0.0988 2.1324 0.2 0.0 -0.1 -0.18
C -2.0239 0.9121 1.8587 -0.1 0.2 0.0 -0.37
C -2.0454 2.2650 2.2242 -0.1 -0.1 0.0 -0.14
C -3.1556 2.7900 2.8615 0.1 0.0 -0.1 -0.21
P -0.5185 0.3475 1.1046 0.3 -0.2 -0.2 1.52
C -0.2245 -1.3893 1.3517 -0.1 -0.1 0.0 -0.48
C -1.1628 -2.3364 0.9261 0.1 0.0 0.0 -0.11
C -0.9214 -3.6815 1.1377 0.0 0.0 0.0 -0.22
C 0.2578 -4.0869 1.7512 0.0 0.0 0.0 -0.16
C 1.2119 -3.1528 2.1286 0.0 0.0 0.0 -0.21
C 0.9794 -1.8016 1.9256 0.0 0.0 0.0 -0.16
C 0.7858 1.3918 1.7069 0.0 0.0 0.2 -0.46
C 1.2522 1.4490 2.9964 0.0 0.0 0.0 -0.15
C 2.0991 2.5109 3.3651 0.0 0.0 0.0 -0.22
C 2.4158 3.4946 2.4640 0.0 0.0 0.0 -0.12
C 1.9267 3.4673 1.1378 0.0 0.0 0.0 -0.11
C 2.2157 4.4574 0.1666 0.0 0.0 0.0 -0.12
C 1.7127 4.3515 -1.0951 0.0 0.0 -0.1 -0.20
C 0.9008 3.2505 -1.4840 0.0 -0.1 0.1 -0.24
C 0.6127 2.3025 -0.5558 0.0 0.5 0.1 -0.03
C 1.1064 2.3816 0.7627 0.1 0.1 -0.1 -0.01
H -5.1145 2.3905 3.6203 0.0 0.0 0.0 0.23
H -5.0894 0.0096 2.9787 0.0 0.0 0.0 0.23
H -3.1265 -0.9464 1.8787 0.0 -0.1 -0.1 0.22
H -1.2062 2.9038 1.9978 0.0 0.1 0.0 0.23
H -3.1752 3.8342 3.1400 0.0 0.0 0.0 0.24
H -2.0467 -2.0321 0.3817 -0.1 0.0 0.0 0.23
H -1.6471 -4.4155 0.8137 0.0 0.0 0.0 0.24
H 0.4411 -5.1400 1.9208 0.0 0.0 0.0 0.23
H 2.1374 -3.4752 2.5864 0.0 0.0 0.0 0.24
H 1.7259 -1.0731 2.2109 0.0 0.0 0.0 0.24
H 0.9584 0.7120 3.7338 0.0 0.0 0.0 0.23
H 2.4823 2.5559 4.3750 0.0 0.0 0.0 0.24
H 3.0519 4.3182 2.7645 0.0 0.0 0.0 0.23
H 2.8442 5.2957 0.4391 0.0 0.0 0.0 0.22
H 1.9377 5.1090 -1.8338 0.0 0.0 0.0 0.24
H 0.5407 3.1787 -2.4993 0.0 0.0 0.0 0.27
C 1.4452 -4.6708 -1.9842 0.0 0.0 0.0 -0.63
C 0.4917 -3.6336 -2.5004 0.0 0.0 0.1 -0.05
C -0.2640 -3.8267 -3.6516 0.0 0.0 0.0 -0.13
C -1.1153 -2.8336 -4.0807 0.0 0.0 0.0 -0.24
C -1.1925 -1.6522 -3.3563 0.1 0.0 0.1 0.14
Br -2.3066 -0.3082 -4.0216 -0.1 0.0 -0.1 0.15
N -0.4855 -1.4356 -2.2455 0.0 -0.2 0.0 -0.56
C 0.3352 -2.4292 -1.8423 -0.1 0.1 -0.3 0.05
H 1.8867 -5.2360 -2.8039 0.0 0.0 0.0 0.23
H 0.9291 -5.3795 -1.3338 0.0 0.0 0.0 0.23
H 2.2505 -4.2122 -1.4111 0.0 0.0 0.0 0.23
H -0.1748 -4.7444 -4.2202 0.0 0.0 0.0 0.23
H -1.7032 -2.9429 -4.9794 0.0 0.0 0.0 0.25
H 0.9287 -2.2290 -0.9668 0.1 0.1 0.2 0.21
Cl 3.8949 -1.6948 -3.0164 0.0 0.0 0.0 0.02
C 3.7108 -0.2081 -2.0705 0.0 0.0 0.0 -0.32
Cl 4.6309 1.1357 -2.7364 0.0 0.0 0.0 0.04
C 2.2332 0.1533 -2.0422 0.1 0.1 0.2 0.75
O 1.6809 0.0170 -0.8616 0.2 -0.1 -0.3 -0.66
O 1.6130 0.5486 -3.0037 -0.2 0.1 -0.2 -0.61
H 4.0764 -0.4077 -1.0698 0.0 0.0 0.0 0.24
O -3.9810 2.1109 -2.1240 0.0 -0.3 0.0 -0.75
Cl -2.6744 2.1703 -1.5952 0.1 0.1 -0.1 2.54
O -2.5576 3.1186 -0.5448 0.0 -0.1 0.3 -0.80
O -1.6623 2.3744 -2.5823 0.0 0.4 -0.5 -0.84
O -2.3232 0.7708 -1.0432 0.5 0.5 0.0 -0.86
```
Forces are in eV/Å.

Results
* relative energy (zero: lowest compared OMol25 entry of this formula, charge and spin): 0.701 eV
* total charge: +1
* HOMO-LUMO gap: 6.486 eV
* HOMO: -11.560 eV


Formula: C4H3ClO2
Source: the Open Molecules 2025 dataset
Level of theory: the ωB97M-V functional and the def2-TZVPD basis

Geometry as XYZ:
```
10
Properties=species:S:1:pos:R:3:forces:R:3:nbo_charge:R:1
C -0.5907 -0.1586 0.7284 -1.8 -0.9 2.6 -0.32
C 0.6079 -0.6688 0.4645 1.7 -4.2 0.8 -0.40
C -1.0129 1.1122 0.4135 1.3 1.4 0.4 0.43
C 1.3752 -0.1772 -0.5990 -0.2 1.1 -0.4 0.47
O 1.1491 0.8654 -1.1455 0.0 0.5 -0.6 -0.54
O -1.7507 1.6226 -0.4830 -1.5 -0.6 0.2 -0.57
Cl 2.6743 -1.2202 -1.0814 0.9 -0.4 -0.4 -0.05
H -1.0892 -0.6621 1.6316 0.3 1.0 -1.4 0.28
H 1.0032 -1.6602 0.9124 -1.1 2.0 -0.5 0.23
H -2.3663 0.9468 -0.8414 0.4 0.2 -0.8 0.47
```
Forces are in eV/Å.

Results
* relative energy (zero: lowest compared OMol25 entry of this formula, charge and spin): 3.307 eV
* HOMO-LUMO gap (alpha / beta): 7.965 / 7.965 eV
* HOMO (alpha / beta): -8.363 / -8.363 eV


What did the second record say?
Formula: C4H3ClO2
Source: the Open Molecules 2025 dataset
Level of theory: the ωB97M-V functional and the def2-TZVPD basis

Geometry as XYZ:
```
10
Properties=species:S:1:pos:R:3:forces:R:3:nbo_charge:R:1
C -0.5907 -0.1586 0.7284 -1.8 -0.9 2.6 -0.32
C 0.6079 -0.6688 0.4645 1.7 -4.2 0.8 -0.40
C -1.0129 1.1122 0.4135 1.3 1.4 0.4 0.43
C 1.3752 -0.1772 -0.5990 -0.2 1.1 -0.4 0.47
O 1.1491 0.8654 -1.1455 0.0 0.5 -0.6 -0.54
O -1.7507 1.6226 -0.4830 -1.5 -0.6 0.2 -0.57
Cl 2.6743 -1.2202 -1.0814 0.9 -0.4 -0.4 -0.05
H -1.0892 -0.6621 1.6316 0.3 1.0 -1.4 0.28
H 1.0032 -1.6602 0.9124 -1.1 2.0 -0.5 0.23
H -2.3663 0.9468 -0.8414 0.4 0.2 -0.8 0.47
```
Forces are in eV/Å.

Results
* relative energy (zero: lowest compared OMol25 entry of this formula, charge and spin): 3.307 eV
* HOMO-LUMO gap (alpha / beta): 7.965 / 7.965 eV
* HOMO (alpha / beta): -8.363 / -8.363 eV